Formula: C5H12NO
Source: the Open Molecules 2025 dataset
Level of theory: wB97M-V/def2-TZVPD

Properties
Net charge: -1
Kohn-Sham gap (eV): 5.60
Energy relative to the best compared isomer or geometry (same formula, charge and spin) (kcal/mol): 86.8

```
19
Properties=species:S:1:pos:R:3:forces:R:3
C 0.535497 -0.479878 1.495782 -0.3202 -0.0307 -0.1882
N -0.856214 -0.243459 1.303774 -0.5077 0.3774 0.1430
C -1.408955 -0.842259 0.127347 0.8795 0.1136 0.9222
C -0.886356 -0.322258 -1.209930 0.9809 -1.2893 -0.6019
C 0.059646 -1.055476 -2.064004 -2.4963 -2.0268 -0.6914
O 0.401709 -0.687670 -3.163048 0.7916 0.2221 -1.4128
C 1.391404 0.800607 1.227078 -1.0709 -0.9354 -0.4228
H 0.721836 -0.790112 2.534844 0.2054 -0.0712 0.1888
H 0.867270 -1.333187 0.862702 0.4481 0.0363 0.0209
H 0.029858 2.997917 -0.022689 -0.2088 0.0608 -0.0749
H -1.252676 -1.948375 0.143404 -0.1557 -0.2362 -0.2788
H -2.483167 -0.646688 0.153090 -0.1220 -0.2029 -0.2032
H -1.579676 0.270809 -1.796004 0.6861 0.8083 0.0543
H 0.228011 -0.024960 -1.126523 -0.7937 2.4308 1.7652
H 0.419063 -2.004508 -1.642881 0.5273 -0.0373 0.4263
H -0.697004 3.017434 -0.191002 0.1594 0.0351 0.0235
H 2.443388 0.733178 1.513883 0.0088 0.1896 0.1658
H 1.279641 0.982111 0.160536 0.4595 0.2883 -0.1902
H 0.786724 1.576773 1.693642 0.5289 0.2674 0.3543
```
Forces are in eV/Å.

Löwdin population analysis, charges in e, atoms 1 to 2: number 1, C, carries -0.457; number 2, N, carries -0.195